(1)
C10H14F12MgN2O11S4 | ωB97M-V/def2-TZVPD

Geometry as XYZ:
```
54
Properties=species:S:1:pos:R:3
Mg 4.734 -3.326 17.204
C 3.617 -4.179 13.417
F 2.841 -4.077 12.364
F 3.572 -5.411 13.885
F 4.878 -3.914 13.124
S 2.967 -2.973 14.705
O 2.135 -2.017 14.009
O 2.271 -3.885 15.603
N 4.297 -2.379 15.640
S 5.052 -1.226 14.734
O 6.463 -1.236 15.063
O 4.774 -1.299 13.334
C 4.296 0.427 15.348
F 4.969 1.396 14.765
F 3.020 0.468 15.040
F 4.470 0.529 16.670
C 7.476 -5.493 14.712
F 6.370 -6.077 14.321
F 8.509 -6.292 14.648
F 7.702 -4.456 13.928
S 7.278 -4.868 16.496
O 8.124 -5.679 17.336
O 7.510 -3.452 16.551
N 5.534 -4.998 16.873
S 5.340 -6.541 17.127
O 3.961 -6.902 16.820
O 6.317 -7.482 16.654
C 5.394 -6.702 19.051
F 5.646 -7.950 19.389
F 6.418 -5.979 19.521
F 4.255 -6.322 19.605
C 6.633 -1.034 18.302
O 5.621 -2.028 18.409
C 5.366 -2.387 19.780
C 4.021 -3.093 19.963
O 3.719 -3.794 18.783
C 2.388 -4.244 18.594
C 1.409 -3.068 18.432
O 2.033 -2.059 17.669
C 1.139 -1.003 17.334
H 7.567 -1.476 18.653
H 6.329 -0.122 18.821
H 6.842 -0.691 17.292
H 5.289 -1.447 20.334
H 6.174 -2.947 20.254
H 3.236 -2.391 20.261
H 4.054 -3.776 20.821
H 2.041 -4.872 19.418
H 2.380 -4.895 17.720
H 1.185 -2.663 19.426
H 0.480 -3.372 17.948
H 0.605 -0.715 18.246
H 0.469 -1.326 16.538
H 1.735 -0.143 17.037
```

## Properties
Max |F| (Eh/bohr): 0.1097
Spin multiplicity: 1
LUMO energy (eV): -0.23
DFT total energy (a.u.): -4317.81144
Relative energy (zero: lowest compared OMol25 entry of this formula, charge and spin) (kJ/mol): 138.2
Kohn-Sham gap (Eh): 0.3864


(2)
C10H14N | ωB97M-V/def2-TZVPD

Geometry as XYZ:
```
25
Properties=species:S:1:pos:R:3
C -2.672 0.373 -1.635
C -2.586 1.210 -0.533
C -1.575 -0.407 -1.968
C -1.488 1.083 0.320
C -0.407 -0.254 -1.172
C 0.062 -2.493 1.480
C 0.005 -1.281 1.894
C 2.576 1.208 -0.469
C 2.057 0.012 0.350
C 0.632 0.236 1.051
N -0.429 0.397 0.029
H -3.593 0.307 -2.348
H -3.394 1.914 -0.334
H -1.465 -0.986 -2.889
H -1.642 1.583 1.328
H 0.596 -0.648 -1.608
H -0.344 -3.186 2.197
H 0.525 -2.779 0.567
H -0.390 -0.916 2.823
H 2.237 2.147 -0.075
H 2.273 1.045 -1.443
H 3.731 1.198 -0.371
H 1.849 -0.917 -0.080
H 2.754 -0.051 1.217
H 0.687 1.206 1.668
```

## Properties
Max |F| (Eh/bohr): 0.1222
Structure (SMILES): C=C[C@@H](CC)[n+]1ccccc1
Spin multiplicity: 1
LUMO energy (eV): -4.19
DFT total energy (a.u.): -443.85111
Relative energy (zero: lowest compared OMol25 entry of this formula, charge and spin) (kJ/mol): 170.0
Kohn-Sham gap (Eh): 0.3666
Charge: +1


Which value of DFT total energy does entry 2 give? -443.85111 a.u.